Computed, not measured: a 2-piece molecular cluster, C4H6NOP overall in a non-equilibrium geometry, with the ωB97M-V functional and the def2-TZVPD basis.

Each line ends with the Löwdin charge.
Cartesian coordinates (Å):
C 0.8690 1.3616 -0.8308  -0.273
C 1.1261 0.1035 0.1784  -0.248
O 0.2717 0.2726 1.2579  -0.443
P -0.9077 1.4446 1.0734  0.954
N -0.2930 1.9918 -0.2875  -0.319
H 0.7296 1.0334 -1.7984  0.064
H 1.7274 2.0461 -0.8290  0.103
H 2.1853 0.0420 0.3942  0.102
H 0.8152 -0.8258 -0.2545  0.094
C -3.0553 -0.8022 0.3137  -0.012
C -2.7235 -0.9119 1.4328  -0.065
H -3.3550 -0.3435 -0.5836  0.027
H -2.4652 -1.5148 2.2203  0.015

- strongest force on any atom (eV/Å) = 3.94
- energy (Eh) = -627.247699
- Kohn-Sham gap (eV) = 9.7
- SMILES = C1COP=N1.C#C


Computed, not measured: C4H6NOS2 as an isolated structure in a non-equilibrium geometry, with the ωB97M-V functional and the def2-TZVPD basis.

Each line ends with the Löwdin charge.
Cartesian coordinates (Å):
C -2.3158 0.6587 -1.3793  0.072
C 2.6099 0.4592 1.0837  -0.035
C -1.3432 -0.8477 0.4401  -0.614
C 2.0922 0.1244 -0.2649  -0.606
N -1.4248 -0.0022 -0.7427  -0.229
O 3.0253 0.9869 -0.1479  0.104
S 0.1460 -1.6738 0.3647  0.723
S 0.8300 -0.5177 -1.1217  0.875
H -2.0406 1.2615 -2.2170  0.090
H -3.3019 0.5707 -1.0155  0.085
H 2.0372 1.1398 1.6444  0.113
H 3.3508 -0.3982 1.5070  0.196
H -1.4068 -0.2042 1.3007  0.087
H -2.2584 -1.5574 0.5486  0.140

- total charge = +1
- strongest force on any atom (eV/Å) = 5.51
- energy (Eh) = -1081.955786
- Kohn-Sham gap (eV) = 9.1


Computed, not measured: one molecule with the formula C4H6NP in a non-equilibrium geometry, with the ωB97M-V functional and the def2-TZVPD basis.

Each line ends with the Löwdin charge.
Cartesian coordinates (Å):
C -1.3680 -0.9012 0.6561  0.039
C -0.9501 -0.6254 -1.7271  -0.335
C 0.3627 0.6846 0.9845  -0.279
C 1.1765 0.3457 -0.3243  -0.418
N -0.6751 -0.2007 1.3777  -0.039
P 0.2783 0.3835 -1.9723  0.801
H -1.9965 -1.6368 1.0121  0.039
H -1.5619 -1.0363 -2.4017  -0.110
H 0.9452 0.5720 1.9229  0.109
H 0.0864 1.7424 1.2068  0.124
H 1.8976 1.1451 -0.4156  0.039
H 1.8048 -0.4728 -0.3190  0.030

- strongest force on any atom (eV/Å) = 5.51
- energy (Eh) = -551.918483
- Kohn-Sham gap (spin up / spin down) (eV) = 7.8 / 7.8


Computed, not measured: an isolated ion of composition C4H6NS and charge +1 in a non-equilibrium geometry, with the ωB97M-V functional and the def2-TZVPD basis.

Each line ends with the Löwdin charge.
Cartesian coordinates (Å):
C -0.8527 2.2460 0.0436  0.358
N -0.2247 1.3436 -0.2924  0.162
C 0.5961 0.2353 -0.3999  -0.400
C -0.2942 -1.0569 -0.1490  0.030
C 1.7896 0.3312 0.4988  -0.601
S 3.2782 0.2050 -0.0947  0.866
H -1.3557 3.2292 0.0913  0.165
H 1.0883 0.3426 -1.3312  0.119
H -0.5078 -1.4816 0.8778  0.132
H 0.2007 -1.8389 -0.5895  0.061
H -1.1786 -1.0527 -0.6310  0.046
H 1.4442 0.3510 1.4937  0.062

- total charge = +1
- strongest force on any atom (eV/Å) = 4.01
- energy (Eh) = -608.574469
- Kohn-Sham gap (eV) = 8.2
- SMILES = C#[N+][C@H](C)C=S


Computed, not measured: an isolated ion of composition C4H6NS and charge +1 in a non-equilibrium geometry, with the ωB97M-V functional and the def2-TZVPD basis.

Each line ends with the Löwdin charge.
Cartesian coordinates (Å):
C 1.3837 -0.6162 1.6148  0.040
C 0.1427 -0.4858 1.3327  -0.027
C -1.1644 0.7060 0.1831  -0.048
C -0.4720 0.6979 -1.0419  -0.315
N 0.8455 -1.3970 0.3801  -0.331
S 1.0485 -0.6475 -1.1820  1.116
H 2.2031 -0.5311 2.1608  0.066
H -1.1272 1.5771 0.8701  0.107
H -2.1835 0.3509 0.4319  0.112
H 0.1373 1.6958 -1.1494  0.137
H -1.1502 0.3105 -1.9247  0.142
H 0.3366 -1.6605 -1.6756  0.001

- total charge = +1
- strongest force on any atom (eV/Å) = 6.35
- energy (Eh) = -608.414858
- Kohn-Sham gap (eV) = 8.1


Computed, not measured: an isolated ion of composition C4H6NS and charge +1 in a non-equilibrium geometry, with the ωB97M-V functional and the def2-TZVPD basis.

Each line ends with the Löwdin charge.
Cartesian coordinates (Å):
C 0.2191 0.7004 -0.9592  -0.169
C 0.3802 -0.4784 -1.6186  -0.366
C 0.0814 1.5164 1.2929  0.062
C -0.4505 -1.7693 0.5128  -0.175
N -0.2056 0.9092 0.2696  -0.024
S 0.2149 -2.1206 -0.9939  1.110
H 0.2223 1.5318 -1.5504  0.118
H 0.6384 -0.4242 -2.7440  0.117
H 1.0112 1.7489 1.8468  0.128
H -0.7415 1.6802 1.9810  0.106
H -0.8100 -2.6136 1.0903  0.046
H -0.5599 -0.6808 0.8727  0.046

- total charge = +1
- strongest force on any atom (eV/Å) = 4.02
- energy (Eh) = -608.560716
- Kohn-Sham gap (spin up / spin down) (eV) = 7.4 / 7.4


Computed, not measured: an isolated ion of composition C4H6NS and charge +1 in a non-equilibrium geometry, with the ωB97M-V functional and the def2-TZVPD basis.

Each line ends with the Löwdin charge.
Cartesian coordinates (Å):
C 1.0168 -1.0907 0.3603  0.091
C -1.7331 -1.3014 -0.4250  -0.241
C 0.6415 1.2182 -0.1314  -0.142
C -0.6779 1.3284 -0.1331  -0.315
N 1.4792 0.1514 0.2515  -0.058
S -2.0977 0.2032 0.0847  1.095
H 1.8453 -1.7484 0.7545  0.067
H -2.4770 -2.1231 -0.4717  0.071
H -0.6396 -1.6716 -0.6025  0.033
H 1.2052 2.2753 -0.2016  0.188
H -0.9868 2.3279 0.0090  0.061
H 2.4240 0.4309 0.5054  0.152

- total charge = +1
- strongest force on any atom (eV/Å) = 3.37
- energy (Eh) = -608.515553
- Kohn-Sham gap (eV) = 7.4


Computed, not measured: one molecule with the formula C4H6O in a non-equilibrium geometry, with the ωB97M-V functional and the def2-TZVPD basis.

Each line ends with the Löwdin charge.
Cartesian coordinates (Å):
C 2.4028 -0.1971 0.0247  -0.004
C 1.1817 0.3494 0.1716  -0.215
O 0.0050 -0.3384 -0.1840  -0.089
C -1.1687 0.2918 -0.1967  -0.301
C -2.3793 -0.2071 0.1957  0.008
H 3.3019 0.4723 0.0924  0.065
H 2.3700 -1.3882 -0.1974  0.121
H 1.0102 1.4546 0.4576  0.137
H -1.1633 1.3714 -0.4240  0.107
H -2.6451 -1.2992 0.4528  0.082
H -3.1331 0.6740 -0.0811  0.089

- strongest force on any atom (eV/Å) = 3.29
- energy (Eh) = -231.145066
- Kohn-Sham gap (eV) = 10.0
- SMILES = C=COC=C


Computed, not measured: a 2-piece molecular cluster, C4H6O overall in a non-equilibrium geometry, with the ωB97M-V functional and the def2-TZVPD basis.

Each line ends with the Löwdin charge.
Cartesian coordinates (Å):
C -0.5186 -1.1957 -0.1129  -0.077
C 1.4561 0.5727 0.3647  -0.025
C -1.2318 -0.0199 0.2573  -0.292
C 0.1523 -0.0008 -0.0090  -0.234
O -2.1748 0.5664 -0.5834  -0.029
H -2.7566 1.1031 -0.0331  0.081
H -0.3996 -2.2490 0.0926  0.098
H 0.1518 -0.9947 -1.3966  0.206
H 1.6496 1.4699 -0.2270  0.086
H 1.3962 0.8829 1.4134  0.105
H 2.2753 -0.1349 0.2340  0.083

- strongest force on any atom (eV/Å) = 4.24
- energy (Eh) = -231.017227
- Kohn-Sham gap (eV) = 8.0


Computed, not measured: one molecule with the formula C4H6O in a non-equilibrium geometry, with the ωB97M-V functional and the def2-TZVPD basis.

Each line ends with the Löwdin charge.
Cartesian coordinates (Å):
C -0.1510 -0.3776 -0.2732  -0.110
C 1.5627 0.9075 -0.1743  0.013
C 0.8981 -0.0914 0.5801  -0.420
C -1.5733 -0.2149 0.0659  -0.087
O 2.0424 -0.3836 -0.1620  -0.016
H 0.3097 -0.5550 -1.2880  0.132
H 1.8322 1.4444 -1.0576  0.108
H 0.8839 -0.2060 1.6185  0.138
H -2.2209 0.2987 -0.6248  0.068
H -1.5614 0.4025 0.9419  0.065
H -2.0225 -1.2246 0.3736  0.108

- strongest force on any atom (eV/Å) = 3.39
- energy (Eh) = -231.046361
- Kohn-Sham gap (spin up / spin down) (eV) = 8.4 / 8.3


Computed, not measured: one molecule with the formula C4H6O in a non-equilibrium geometry, with the ωB97M-V functional and the def2-TZVPD basis.

Each line ends with the Löwdin charge.
Cartesian coordinates (Å):
C -1.2579 -0.4855 1.1757  0.052
C -0.4641 -0.0512 0.2575  -0.288
C 0.3441 1.1612 -0.1754  -0.024
C 0.3717 -0.1937 -0.9009  -0.355
O 1.5751 -0.8782 -0.8766  -0.001
H -1.3775 0.4489 1.8507  0.107
H -1.6704 -1.4809 1.2842  0.061
H -0.1337 1.9880 -0.6966  0.097
H 1.2569 1.4137 0.3598  0.107
H -0.1077 -0.2149 -1.8796  0.144
H 1.4636 -1.7074 -0.3988  0.100

- strongest force on any atom (eV/Å) = 3.17
- energy (Eh) = -231.151349
- Kohn-Sham gap (eV) = 10.7
- SMILES = C=C1C[C@H]1O


Computed, not measured: one molecule with the formula C4H6O in a non-equilibrium geometry, with the ωB97M-V functional and the def2-TZVPD basis.

Each line ends with the Löwdin charge.
Cartesian coordinates (Å):
C -1.4436 -0.7565 -1.5995  0.020
C -0.7071 -0.6942 -0.5370  -0.202
C 0.3087 -0.5250 0.2459  -0.117
C 0.7546 0.8919 0.4497  -0.281
O 1.3250 1.0303 1.7304  -0.070
H -0.6011 -1.5431 -1.8260  0.133
H -2.5280 -0.5616 -1.5475  0.073
H 0.8483 -1.3460 0.6907  0.116
H -0.1148 1.5576 0.3095  0.122
H 1.5119 1.1879 -0.2785  0.120
H 0.6461 0.7587 2.3622  0.088

- strongest force on any atom (eV/Å) = 3.15
- energy (Eh) = -231.101696
- Kohn-Sham gap (eV) = 9.6
- SMILES = C=C=CCO


What is the formula in the seventh record?
C4H6NS